Record 1
The following is a quantum chemistry calculation of a cluster of 2 separate species, C4H6BrClO2 in total in a non-equilibrium geometry, from the OMol25 dataset.

CARTESIAN COORDINATES (ANGSTROEM)
C: -0.7141 -0.1110 -0.0343
C: 1.4935 1.3402 1.4932
C: -1.9092 -1.4247 -1.4415
C: 1.2815 0.5169 0.3255
O: -1.5706 0.3705 0.6075
O: -0.6574 -0.9249 -0.9509
Cl: 1.6149 1.5158 -1.0855
Br: 2.3279 -1.1025 0.3544
H: 2.5524 1.8118 1.4975
H: 1.3320 0.7665 2.4642
H: 0.5917 2.0462 1.4807
H: -1.9800 -0.8693 -2.4015
H: -2.6127 -1.4694 -0.7166
H: -1.7500 -2.4660 -1.5928

Computed properties:
Charge   0
Kohn-Sham gap   9.57 eV
HOMO level   -8.940 eV
LUMO   0.6 eV
Max |F|   6.78 eV/A
Molar mass   201.45 u
Spin multiplicity   1

Record 2
The following is a quantum chemistry calculation of a structure of composition C4H6BrCoO2 in a non-equilibrium geometry, from the OMol25 dataset.

CARTESIAN COORDINATES (ANGSTROEM)
Co: 4.9609 27.2483 -13.5447
Br: 3.5001 28.3353 -13.9271
O: 4.2825 28.5649 -10.9447
C: 3.6522 29.5877 -11.2187
O: 2.6997 30.0451 -10.3826
C: 2.1171 31.2343 -10.8311
C: 3.0871 31.6687 -11.9147
C: 3.7876 30.4303 -12.4667
H: 1.9060 32.0239 -10.1099
H: 1.1317 31.1374 -11.2868
H: 3.7382 32.3974 -11.4317
H: 2.4501 32.1348 -12.6665
H: 4.8367 30.5969 -12.7114
H: 3.2142 29.9605 -13.2658

Computed properties:
Charge   +1
Kohn-Sham gap (alpha / beta)   8.26 / 6.96 eV
HOMO level (alpha / beta)   -14.241 / -14.275 eV
LUMO (alpha / beta)   -6.0 / -7.3 eV
Max |F|   9.87 eV/A
Molar mass   224.93 u
Spin multiplicity   4
⟨S²⟩   3.763

Record 3
The following is a quantum chemistry calculation of a cluster of 3 separate species, C4H6BrN2 in total in a non-equilibrium geometry, from the OMol25 dataset.

CARTESIAN COORDINATES (ANGSTROEM)
C: -3.5674 -1.1627 0.3094
C: 1.9988 1.9472 -0.3811
C: -4.4369 -0.4702 -0.1711
C: 0.0615 0.6105 -0.0983
N: 0.7989 1.6038 -0.1573
N: -0.9009 0.0502 0.2887
Br: 4.9161 -1.8102 0.3585
H: -3.1781 -2.0579 0.6134
H: 5.9014 -2.7082 0.4904
H: 2.7977 1.1259 -0.4476
H: 2.1912 3.0210 -0.3512
H: -4.8392 0.3802 -0.7348
H: -1.7430 -0.5296 0.2812

Computed properties:
Charge   +1
Kohn-Sham gap   7.41 eV
HOMO level   -13.721 eV
LUMO   -6.3 eV
Max |F|   5.38 eV/A
Molar mass   162.01 u
Spin multiplicity   1

Record 4
The following is a quantum chemistry calculation of the molecule C4H6Cl2OS in a non-equilibrium geometry, from the OMol25 dataset.

CARTESIAN COORDINATES (ANGSTROEM)
C: 1.6536 -1.2573 0.2840
C: 0.3154 0.2810 -0.8855
C: -0.5515 1.1019 0.0120
C: -1.9120 0.5762 0.4118
H: 1.8710 -2.3323 0.3331
H: 1.3889 -0.8266 1.3278
H: 2.6502 -0.7261 -0.0528
H: -0.1221 0.2512 -1.9012
H: 1.2878 0.7939 -0.9159
H: -2.5726 1.3328 0.7990
O: 0.5585 -1.0530 -0.5763
S: -0.1525 2.6300 0.4582
Cl: -1.6858 -0.6476 1.6900
Cl: -2.7289 -0.1240 -0.9844

Computed properties:
Charge   0
Kohn-Sham gap   8.28 eV
HOMO level   -9.329 eV
LUMO   -1.0 eV
Max |F|   2.29 eV/A
Molar mass   173.06 u
SMILES   COCC(=S)C(Cl)Cl
Spin multiplicity   1

Record 5
The following is a quantum chemistry calculation of a structure of composition C4H6Cl3N in a non-equilibrium geometry, from the OMol25 dataset.

CARTESIAN COORDINATES (ANGSTROEM)
C: -0.7667 0.6090 0.8642
C: -0.8803 -0.9168 0.9942
C: 0.3220 0.5798 -0.2302
C: 0.7667 -0.9065 -0.2250
N: -0.0905 0.8510 -1.5827
Cl: 1.8416 1.6554 0.1333
Cl: 0.7628 -1.9988 -1.5787
Cl: 2.0637 -1.2734 0.8437
H: -1.7349 1.0091 0.4941
H: -0.2796 1.0128 1.8309
H: -0.4885 -1.4129 1.8212
H: -1.7707 -1.3488 0.6678
H: 0.6235 0.3880 -2.2504
H: -0.3690 1.7521 -1.7824

Computed properties:
Charge   0
Kohn-Sham gap (alpha / beta)   6.80 / 7.73 eV
HOMO level (alpha / beta)   -6.041 / -9.894 eV
LUMO (alpha / beta)   0.8 / -2.2 eV
Max |F|   5.81 eV/A
Molar mass   174.46 u
Spin multiplicity   3
⟨S²⟩   2.007

Record 6
The following is a quantum chemistry calculation of the molecule C4H6ClF in a non-equilibrium geometry, from the OMol25 dataset.

CARTESIAN COORDINATES (ANGSTROEM)
C: 1.6337 -0.2306 1.1022
C: 1.0687 0.4609 -0.1204
C: -0.4605 0.5555 -0.0225
C: -1.2076 1.6725 0.0370
H: 2.7211 -0.3032 0.9644
H: 1.2083 -1.2157 1.1585
H: 1.4360 0.2741 2.0285
H: 1.4826 1.4667 -0.2376
H: -0.8167 2.6991 0.1459
H: -2.2693 1.6109 0.1667
F: 1.3786 -0.2817 -1.2099
Cl: -1.3162 -0.9850 0.0403

Computed properties:
Charge   0
Kohn-Sham gap   10.70 eV
HOMO level   -9.790 eV
LUMO   0.9 eV
Max |F|   2.11 eV/A
Molar mass   108.54 u
SMILES   C=C(Cl)[C@@H](C)F
Spin multiplicity   1

Record 7
The following is a quantum chemistry calculation of the molecule C4H6ClF in a non-equilibrium geometry, from the OMol25 dataset.

CARTESIAN COORDINATES (ANGSTROEM)
C: -0.0493 -0.5016 1.0682
C: -0.5723 -0.7709 -0.3478
C: -0.7339 0.4157 -1.2120
C: -1.8484 1.1097 -1.1977
H: 0.3468 -1.3921 1.4415
H: -0.8240 -0.0246 1.7009
H: -1.5201 -1.3249 -0.4049
H: 0.0645 0.6722 -1.9326
H: -1.9995 2.0041 -1.7992
H: -2.6881 0.7397 -0.5593
F: 0.4145 -1.6050 -0.9167
Cl: 1.3008 0.7208 1.1729

Computed properties:
Charge   0
Kohn-Sham gap   11.33 eV
HOMO level   -10.363 eV
LUMO   1.0 eV
Max |F|   2.59 eV/A
Molar mass   108.54 u
SMILES   C=C[C@@H](F)CCl
Spin multiplicity   1

Record 8
The following is a quantum chemistry calculation of a structure of composition C4H6ClF3N3 in a non-equilibrium geometry, from the OMol25 dataset.

CARTESIAN COORDINATES (ANGSTROEM)
C: -1.0922 0.1496 -0.0581
C: 0.1336 0.8809 -1.9380
C: 0.4229 -0.7037 1.6807
C: 0.6340 2.2544 -2.3791
N: 1.1575 0.1401 -0.4342
N: 0.1365 -0.0140 0.4268
N: -1.0750 0.7416 -1.2618
F: -0.4207 2.9285 -2.9470
F: 1.0818 3.0657 -1.4481
F: 1.5438 2.3007 -3.3598
Cl: 1.5058 0.3949 2.7445
H: -1.8888 -0.1908 0.4580
H: 0.2375 0.0926 -2.6883
H: 0.8833 -1.6780 1.5010
H: -0.4905 -0.7658 2.3757
H: 1.8716 0.8346 -0.1187
H: -1.8936 1.1861 -1.4691

Computed properties:
Charge   +1
Kohn-Sham gap   9.74 eV
HOMO level   -14.514 eV
LUMO   -4.8 eV
Max |F|   5.82 eV/A
Molar mass   188.56 u
Spin multiplicity   1

Record 9
The following is a quantum chemistry calculation of the molecule C4H6ClN in a non-equilibrium geometry, from the OMol25 dataset.

CARTESIAN COORDINATES (ANGSTROEM)
C: -0.3494 0.0914 -0.0153
C: 0.4280 1.1646 0.0026
C: 1.8742 0.7017 0.0950
C: 0.4214 -1.1796 0.1479
H: 0.1658 2.2233 -0.0864
H: 2.2690 0.8326 1.0861
H: 2.4870 1.2986 -0.5835
H: 2.5945 -1.2414 -0.0872
H: 0.2840 -1.4887 1.1494
H: 0.1022 -1.9348 -0.5057
N: 1.7656 -0.6850 -0.2750
Cl: -2.0298 0.0257 -0.0252

Computed properties:
Charge   0
Kohn-Sham gap   9.85 eV
HOMO level   -8.764 eV
LUMO   1.1 eV
Max |F|   2.61 eV/A
Molar mass   103.55 u
SMILES   ClC1=CCNC1
Spin multiplicity   1

Record 10
The following is a quantum chemistry calculation of the molecule C4H6ClN3 in a non-equilibrium geometry, from the OMol25 dataset.

CARTESIAN COORDINATES (ANGSTROEM)
C: -0.5255 -1.6345 -0.4112
C: -0.2970 -0.1458 -0.4778
C: -0.2372 0.0963 1.0189
C: 0.8866 0.3697 -1.2610
N: -0.6516 -2.0359 0.7895
N: -0.4628 -0.9943 1.6778
N: -0.0460 1.2887 1.5944
Cl: -1.9039 0.4841 -1.0095
H: -0.6674 -2.2722 -1.2595
H: 0.8324 0.0746 -2.3072
H: 1.7910 -0.0605 -0.8188
H: 0.9547 1.4586 -1.2037
H: 0.3304 2.0558 1.0691
H: -0.0037 1.3154 2.5990

Computed properties:
Charge   0
Kohn-Sham gap   9.27 eV
HOMO level   -8.841 eV
LUMO   0.4 eV
Max |F|   1.49 eV/A
Molar mass   131.57 u
SMILES   C[C@@]1(Cl)C=NN=C1N
Spin multiplicity   1

Record 11
The following is a quantum chemistry calculation of a cluster of 2 separate species, C4H6ClN3O2 in total in a non-equilibrium geometry, from the OMol25 dataset.

CARTESIAN COORDINATES (ANGSTROEM)
C: 1.3938 1.4487 -0.2036
C: -0.5626 1.6056 -1.1517
C: 0.7849 0.2273 -0.0582
C: -1.4975 -0.5233 -0.8640
N: 0.4806 2.2942 -0.8056
N: -0.4402 0.3570 -0.6779
N: 1.2917 -0.9754 0.4512
O: 2.2677 -0.8282 1.1359
O: 0.8377 -2.0215 0.0548
Cl: -0.5025 -1.3741 2.7201
H: 2.2899 1.6518 0.3628
H: 0.5267 -1.4466 3.5095
H: -1.2961 1.9404 -1.7420
H: -1.3887 -1.5436 -0.2943
H: -2.4920 -0.0453 -0.4445
H: -1.6932 -0.7669 -1.9924

Computed properties:
Charge   0
Kohn-Sham gap   9.33 eV
HOMO level   -9.775 eV
LUMO   -0.4 eV
Max |F|   5.44 eV/A
Molar mass   163.56 u
SMILES   Cn1cncc1[N+](=O)[O-].Cl
Spin multiplicity   1

Record 12
The following is a quantum chemistry calculation of the molecule C4H6ClNO in a non-equilibrium geometry, from the OMol25 dataset.

CARTESIAN COORDINATES (ANGSTROEM)
C: 1.1753 -0.0295 -1.4100
C: 0.5436 0.1886 -0.0444
C: 0.1231 -0.9208 0.8773
C: -1.8214 0.8551 0.9688
H: 0.5933 0.6482 -2.1005
H: 2.3105 0.1253 -1.3523
H: 1.0018 0.9962 0.4282
H: 0.0056 -2.0014 0.4625
H: 0.3930 -0.5105 1.8578
H: -2.5328 0.3420 1.7708
N: -0.8605 0.0320 0.2295
O: -1.9987 1.9827 0.5566
Cl: 1.0673 -1.7079 -2.2445

Computed properties:
Charge   0
Kohn-Sham gap   10.66 eV
HOMO level   -9.965 eV
LUMO   0.7 eV
Max |F|   2.57 eV/A
Molar mass   119.55 u
SMILES   O=CN1C[C@H]1CCl
Spin multiplicity   1

Repeat the seventh record exactly.
The following is a quantum chemistry calculation of the molecule C4H6ClF in a non-equilibrium geometry, from the OMol25 dataset.

CARTESIAN COORDINATES (ANGSTROEM)
C: -0.0493 -0.5016 1.0682
C: -0.5723 -0.7709 -0.3478
C: -0.7339 0.4157 -1.2120
C: -1.8484 1.1097 -1.1977
H: 0.3468 -1.3921 1.4415
H: -0.8240 -0.0246 1.7009
H: -1.5201 -1.3249 -0.4049
H: 0.0645 0.6722 -1.9326
H: -1.9995 2.0041 -1.7992
H: -2.6881 0.7397 -0.5593
F: 0.4145 -1.6050 -0.9167
Cl: 1.3008 0.7208 1.1729

Computed properties:
Charge   0
Kohn-Sham gap   11.33 eV
HOMO level   -10.363 eV
LUMO   1.0 eV
Max |F|   2.59 eV/A
Molar mass   108.54 u
SMILES   C=C[C@@H](F)CCl
Spin multiplicity   1

- The highest max |F| belongs to which entry?
  C4H6BrCoO2